No. 1
Below is the ion C3H9N4 with charge +1, with properties calculated with ωB97M-V/def2-TZVPD.

Last column: Löwdin charge in e.
Positions of all 16 atoms, in Å:
N -1.053 0.075 -1.765  0.098
C 0.106 -0.018 -0.979  -0.351
C 0.417 -1.440 -0.490  0.044
C 0.032 -1.562 0.742  -0.022
N -0.523 -0.304 1.213  0.069
N -0.144 0.660 0.298  -0.138
N 0.894 1.405 1.066  0.112
H -0.962 0.675 -2.579  0.102
H -1.888 0.400 -1.344  0.083
H 1.044 0.264 -1.390  0.149
H 0.891 -2.168 -1.165  0.147
H 0.223 -2.210 1.521  0.115
H -1.471 -0.520 1.433  0.186
H -0.149 -0.082 2.144  0.190
H 1.005 2.175 0.489  0.057
H 1.839 0.818 0.959  0.159

Computed properties:
relative energy (zero: lowest compared OMol25 entry of this formula, charge and spin) = 105.1 kcal/mol
total charge = +1
Kohn-Sham gap = 10.673 eV
LUMO energy = -3.253 eV
structure (SMILES) = N[C@@H]1C=C[NH2+]N1N
total energy = -9207.062 eV
HOMO energy = -13.93 eV

---

No. 2
Below is a cluster of 3 separate species, C21H39BN2O5Si in total, with properties calculated with ωB97M-V/def2-TZVPD.

Last column: Löwdin charge in e.
Positions of all 69 atoms, in Å:
C -1.563 -2.694 1.868  -0.176
Si -1.504 -1.017 0.924  0.575
C -2.585 -1.215 -0.632  -0.161
C -2.238 0.256 2.157  -0.163
N 0.200 -0.453 0.586  -0.074
C 0.408 0.799 0.006  0.010
C 1.759 1.328 -0.252  0.062
C 2.964 0.527 0.090  -0.103
C 4.376 1.088 -0.134  -0.106
C 4.691 2.391 0.511  0.074
C 6.022 2.977 0.334  0.075
N 7.016 2.328 -0.393  -0.073
O 8.236 2.881 -0.554  0.168
B 8.920 3.111 0.705  -0.609
O 9.474 4.376 0.963  0.186
O 9.100 2.113 1.685  0.180
C 6.757 1.108 -1.004  0.107
C 5.440 0.454 -0.918  0.082
C 2.685 -0.814 0.680  0.061
C 1.308 -1.232 0.889  -0.011
H -1.326 -3.568 1.206  0.045
H -0.914 -2.663 2.787  0.044
H -2.619 -2.839 2.248  0.069
H -2.531 -2.289 -0.987  0.048
H -3.656 -1.078 -0.293  0.063
H -2.311 -0.542 -1.486  0.041
H -1.597 0.262 3.093  0.055
H -2.273 1.297 1.745  0.006
H -3.269 -0.053 2.498  0.066
H -0.493 1.418 -0.271  0.140
H 1.853 2.357 -0.691  0.136
H 3.901 2.893 1.118  0.140
H 6.185 3.975 0.816  0.169
H 8.846 4.961 1.425  0.127
H 8.518 2.275 2.453  0.130
H 7.614 0.653 -1.568  0.179
H 5.257 -0.512 -1.451  0.144
H 3.576 -1.434 0.948  0.135
H 1.141 -2.230 1.364  0.138
C -4.123 4.251 -0.306  -0.066
C -2.788 3.986 0.366  -0.275
O -1.703 3.881 -0.549  -0.198
C -1.429 5.037 -1.335  -0.275
C -1.045 6.252 -0.510  -0.075
H -4.311 3.519 -1.094  0.086
H -4.933 4.200 0.424  0.086
H -4.152 5.241 -0.765  0.074
H -2.842 3.028 0.887  0.082
H -2.573 4.742 1.127  0.114
H -2.273 5.258 -1.994  0.114
H -0.590 4.773 -1.983  0.113
H -1.884 6.611 0.089  0.073
H -0.727 7.069 -1.160  0.084
H -0.231 6.011 0.179  0.077
C -5.932 -6.138 -0.606  -0.073
C -4.751 -5.215 -0.849  -0.289
O -3.559 -5.633 -0.198  -0.188
C -3.042 -6.901 -0.580  -0.278
C -2.655 -6.980 -2.047  -0.079
H -6.078 -6.304 0.463  0.086
H -6.843 -5.707 -1.025  0.082
H -5.780 -7.113 -1.072  0.072
H -4.988 -4.227 -0.447  0.109
H -4.571 -5.080 -1.921  0.107
H -3.745 -7.695 -0.314  0.112
H -2.148 -7.060 0.027  0.115
H -3.531 -6.917 -2.695  0.070
H -2.152 -7.926 -2.258  0.081
H -1.989 -6.157 -2.316  0.076

Computed properties:
total charge = +2
Kohn-Sham gap = 5.036 eV
LUMO energy = -7.866 eV
total energy = -44166.224 eV
HOMO energy = -12.90 eV

---

No. 3
Below is a cluster of 3 separate species, C4H14N2OS in total, with properties calculated with ωB97M-V/def2-TZVPD.

Last column: Löwdin charge in e.
Positions of all 22 atoms, in Å:
C 1.600 -0.442 0.764  -0.051
C 0.311 0.011 0.100  -0.459
C 0.482 0.542 -1.326  -0.482
S 1.299 -0.558 -2.453  1.122
N -0.306 1.059 0.960  -0.030
C -1.689 1.336 0.759  -0.319
N -2.540 0.343 1.318  0.031
H 1.384 -1.017 1.645  0.069
H 2.175 -1.058 0.093  0.055
H 2.210 0.421 1.046  0.106
H -0.417 -0.828 0.110  0.143
H -0.505 0.804 -1.721  0.098
H 0.977 1.521 -1.334  0.126
H 3.026 -1.920 -5.231  0.026
H -0.215 0.755 1.927  0.105
H -1.879 2.293 1.271  0.133
H -1.872 1.416 -0.297  0.100
H -2.218 -0.435 1.907  0.034
H -3.446 0.665 1.658  0.090
H 3.343 -1.294 -4.984  0.008
H -1.034 -2.104 3.523  0.059
O -0.856 -1.400 2.865  0.037

Computed properties:
relative energy (zero: lowest compared OMol25 entry of this formula, charge and spin) = 108.4 kcal/mol
2S+1 = 2
total charge = +1
Kohn-Sham gap (spin up / spin down) = 6.169 / 3.090 eV
LUMO energy (spin up / spin down) = -5.872 / -8.661 eV
total energy = -20224.112 eV
HOMO energy (spin up / spin down) = -12.04 / -11.75 eV

---

Question: What is the total charge in the third record?
Answer: +1

---

Question: Number 2 is which compound?
Answer: C21H39BN2O5Si

---

Question: Which value of total energy does entry 1 give?
Answer: -9207.062 eV